# C11H13CsNO6

C11H13CsNO6 as an isolated structure (ωB97M-V with the def2-TZVPD basis set, the OMol25 dataset).

```
! wB97M-V def2-TZVPD RIJCOSX def2/J DEFGRID3
* xyz -1 1
Cs -0.0231 -0.0439 -0.0037
O -3.6423 -2.4801 1.2157
C -2.5817 -1.9970 0.7919
O -2.0567 -0.8817 1.0545
C -1.7821 -2.8777 -0.1945
C -2.1856 -4.1574 -0.5517
C -1.3881 -4.8763 -1.4320
C -0.2240 -4.3078 -1.9317
C 0.1007 -3.0186 -1.5312
N -0.6692 -2.3443 -0.6852
C 1.3575 -2.2741 -2.0336
O 2.1036 -2.9172 -2.7878
O 1.4806 -1.0903 -1.6177
H -3.0998 -4.5634 -0.1417
H -1.6723 -5.8797 -1.7292
H 0.4270 -4.8324 -2.6170
C -0.3153 2.2805 2.9723
O -0.5177 2.6055 1.6166
C 0.2657 3.6728 1.1408
C 1.7321 3.3170 0.8980
O 1.9395 2.3981 -0.1469
C 1.8006 2.9332 -1.4427
H -0.3546 3.1793 3.6015
H 0.6411 1.7749 3.1481
H -1.1199 1.6034 3.2523
H 0.2218 4.5245 1.8362
H -0.1932 3.9772 0.1980
H 2.1420 2.8433 1.7922
H 2.2920 4.2461 0.7128
H 2.3726 3.8646 -1.5466
H 0.7566 3.1357 -1.7076
H 2.1920 2.1857 -2.1302
*
```

The LUMO energy is 0.0720 Eh. For the energy relative to the best compared isomer or geometry (same formula, charge and spin), the calculation gives 1.372 eV. Its gap between HOMO and LUMO is 7.013 eV.

Atom charges from the Mulliken analysis, given in e for atoms 1 to 2: number 1, Cs, carries 1.1968; number 2, O, carries -0.7903